No. 1
The following is a DFT calculation (ωB97M-V/def2-TZVPD) of one molecule with the formula C5H8N2 in a non-equilibrium geometry.

XYZ file:
```
15
Properties=species:S:1:pos:R:3
C 1.164 1.144 -0.017
N 1.876 0.077 0.017
N 1.168 -1.072 -0.050
C -0.239 -1.050 0.003
C -0.762 -0.016 -1.038
C -0.335 1.070 -0.029
C -0.725 -0.025 1.039
H 1.699 2.103 0.025
H 1.716 -1.935 -0.036
H -0.563 -2.109 -0.009
H -1.859 -0.126 -1.068
H -0.263 0.039 -2.044
H -0.856 2.047 -0.004
H -0.207 -0.026 2.002
H -1.814 -0.119 1.207
```

Properties
Lowest unoccupied orbital energy in Ha: 0.0371
HOMO in eV: -7.993
Energy relative to the best compared isomer or geometry (same formula, charge and spin) in eV: 2.259
Max |F| in eV Å⁻¹: 1.96
Molecular weight in g mol⁻¹: 96.13
Charge: 0
SMILES string: C1=NN[C@H]2C[C@@H]1C2
Kohn-Sham gap in eV: 9.003

---

No. 2
The following is a DFT calculation (ωB97M-V/def2-TZVPD) of C10H15AsNO4PdS5 as an isolated structure in a non-equilibrium geometry.

XYZ file:
```
37
Properties=species:S:1:pos:R:3
Pd -1.360 1.490 -1.194
S -4.402 1.704 -4.782
As -3.033 1.629 -3.205
S -1.958 -0.267 -2.888
S -3.799 2.095 -1.185
S -1.349 3.032 -3.329
N -2.123 -0.288 0.476
C -1.279 -1.376 0.730
C -1.659 -2.678 0.404
C -0.818 -3.738 0.702
C 0.393 -3.473 1.290
C 0.809 -2.199 1.601
C -0.033 -1.141 1.320
S 1.481 -4.849 1.812
O 0.868 -6.030 1.240
O 2.765 -4.474 1.250
O 1.377 -4.733 3.259
H -3.076 -0.545 0.219
H -2.088 0.421 1.208
H -2.617 -2.858 -0.060
H -1.086 -4.762 0.497
H 1.773 -2.065 2.059
H 0.244 -0.118 1.537
C 2.123 2.296 1.088
C 1.111 2.383 -0.074
C 1.007 3.844 -0.556
C 1.620 1.507 -1.251
O -0.107 1.919 0.359
H 3.086 2.690 0.780
H 2.246 1.259 1.388
H 1.761 2.861 1.943
H 1.982 4.202 -0.871
H 0.633 4.473 0.249
H 0.308 3.900 -1.398
H 2.587 1.863 -1.599
H 0.904 1.557 -2.095
H 1.710 0.470 -0.926
```

Properties
Lowest unoccupied orbital energy (spin up / spin down) in Ha: -0.0671 / -0.0674
HOMO (spin up / spin down) in eV: -5.805 / -5.804
Max |F| in eV Å⁻¹: 2.49
Molecular weight in g mol⁻¹: 554.91
Charge: -1
Kohn-Sham gap (spin up / spin down) in eV: 3.979 / 3.969

---

No. 3
The following is a DFT calculation (ωB97M-V/def2-TZVPD) of C32H26ClN6O4PRu as an isolated structure.

XYZ file:
```
71
Properties=species:S:1:pos:R:3
Ru -1.055 -0.675 0.476
N -1.061 -3.412 -2.924
C -0.879 -2.338 -2.180
N -1.588 -2.055 -1.127
C -2.577 -2.981 -0.688
N -3.133 -2.824 0.449
N -2.680 -1.715 1.087
C -3.093 -1.400 2.337
C -2.747 -0.112 2.762
C -3.248 0.520 3.910
C -3.010 1.857 4.101
C -2.283 2.587 3.142
C -1.765 1.920 2.063
N -1.931 0.595 1.894
C -2.908 -4.106 -1.561
C -3.959 -4.982 -1.307
C -4.178 -6.061 -2.142
C -3.347 -6.280 -3.238
C -2.306 -5.414 -3.509
C -2.099 -4.331 -2.670
H -0.435 -3.580 -3.693
H -0.091 -1.659 -2.477
H -3.665 -2.103 2.926
H -3.848 -0.054 4.605
H -3.405 2.356 4.976
H -2.112 3.649 3.244
H -1.186 2.432 1.308
H -4.586 -4.801 -0.444
H -4.997 -6.739 -1.941
H -3.513 -7.132 -3.884
H -1.661 -5.576 -4.366
O 1.940 -3.567 1.582
Cl 0.740 -3.061 1.019
O -0.008 -4.075 0.339
O -0.096 -2.412 2.045
O 1.031 -1.949 0.070
N -0.087 0.734 -0.359
P 1.247 1.636 -0.208
C 0.783 3.352 0.059
C -0.039 3.963 -0.892
C -0.478 5.262 -0.692
C -0.109 5.948 0.460
C 0.700 5.340 1.410
C 1.146 4.038 1.216
C 2.176 1.530 -1.741
C 2.474 0.250 -2.219
C 3.239 0.110 -3.365
C 3.705 1.238 -4.032
C 3.416 2.507 -3.552
C 2.653 2.659 -2.401
C 2.388 1.170 1.101
C 3.668 1.729 1.091
C 4.567 1.411 2.095
C 4.200 0.524 3.102
C 2.934 -0.040 3.111
C 2.026 0.289 2.114
H -0.339 3.419 -1.781
H -1.107 5.739 -1.433
H -0.458 6.961 0.618
H 0.990 5.878 2.304
H 1.771 3.565 1.962
H 2.125 -0.623 -1.681
H 3.488 -0.878 -3.732
H 4.302 1.125 -4.929
H 3.790 3.381 -4.069
H 2.437 3.650 -2.021
H 3.963 2.405 0.296
H 5.558 1.846 2.088
H 4.911 0.268 3.878
H 2.653 -0.744 3.884
H 1.043 -0.161 2.137
```

Properties
Lowest unoccupied orbital energy (spin up / spin down) in Ha: -0.1018 / -0.1696
HOMO (spin up / spin down) in eV: -8.863 / -10.860
⟨S²⟩: 8.789
Energy relative to the best compared isomer or geometry (same formula, charge and spin) in eV: 0.921
Max |F| in eV Å⁻¹: 0.68
Molecular weight in g mol⁻¹: 726.10
Charge: +1
Kohn-Sham gap (spin up / spin down) in eV: 6.093 / 6.247
Multiplicity: 6

---

No. 4
The following is a DFT calculation (ωB97M-V/def2-TZVPD) of a 6-piece molecular cluster, CH13O5S overall in a non-equilibrium geometry.

XYZ file:
```
20
Properties=species:S:1:pos:R:3
C 1.484 -0.752 0.461
S 0.095 -0.121 1.375
H 1.993 -1.598 0.931
H 1.301 -0.717 -0.701
H 2.245 0.044 0.707
H 0.524 3.186 -1.020
H 0.848 1.768 -0.443
O 0.547 2.245 -1.201
H -0.824 -1.969 -4.229
H 0.233 -2.616 -5.206
O -0.574 -2.801 -4.690
H 0.621 -1.716 4.205
H 0.967 -0.344 3.757
O 1.397 -1.101 4.329
H -2.576 -0.146 -1.421
H -1.215 -0.023 -0.895
O -1.713 0.163 -1.726
H -1.492 2.697 2.356
H -1.637 1.616 1.404
O -2.224 2.185 2.008
```

Properties
Lowest unoccupied orbital energy (spin up / spin down) in Ha: 0.0060 / -0.1179
HOMO (spin up / spin down) in eV: -10.644 / -10.282
⟨S²⟩: 0.753
Energy relative to the best compared isomer or geometry (same formula, charge and spin) in eV: 1.245
Max |F| in eV Å⁻¹: 3.80
Molecular weight in g mol⁻¹: 137.18
Charge: 0
Kohn-Sham gap (spin up / spin down) in eV: 10.807 / 7.075
Multiplicity: 2

---

No. 5
The following is a DFT calculation (ωB97M-V/def2-TZVPD) of C8H13N9O4PdS4 as an isolated structure.

XYZ file:
```
39
Properties=species:S:1:pos:R:3
Pd 1.230 -1.238 -0.801
N 3.464 -1.180 1.888
C 3.890 -0.504 0.756
N 5.106 0.007 0.637
N 5.100 0.573 -0.590
N 3.964 0.401 -1.164
N 3.148 -0.278 -0.326
C 2.132 -1.306 2.234
N 1.717 -1.372 3.492
N 0.381 -1.518 3.390
N 0.016 -1.503 2.156
N 1.114 -1.387 1.378
H 4.082 -1.090 2.676
C -3.345 1.425 1.157
C -3.759 0.535 -0.019
S -2.581 -0.770 -0.524
C -1.925 -0.095 -2.061
C -1.157 1.209 -1.959
S 0.375 1.202 -0.977
C -0.151 1.368 0.748
C -0.779 2.680 1.185
S -2.508 2.970 0.704
H -2.714 0.870 1.853
H -4.238 1.725 1.709
H -4.014 1.153 -0.883
H -4.680 0.024 0.275
H -2.736 0.026 -2.788
H -1.270 -0.891 -2.420
H -1.790 2.022 -1.612
H -0.809 1.473 -2.961
H 0.792 1.238 1.284
H -0.759 0.511 1.031
H -0.237 3.530 0.764
H -0.713 2.749 2.272
O 1.009 -1.588 -3.094
S 0.720 -2.969 -2.553
O 0.486 -3.959 -3.576
O 1.883 -3.278 -1.652
O -0.444 -2.763 -1.627
```

Properties
Lowest unoccupied orbital energy (spin up / spin down) in Ha: 0.1448 / 0.1448
HOMO (spin up / spin down) in eV: -2.531 / -2.515
⟨S²⟩: 2.006
Max |F| in eV Å⁻¹: 0.37
Molecular weight in g mol⁻¹: 533.94
Charge: -2
Kohn-Sham gap (spin up / spin down) in eV: 6.471 / 6.456
Multiplicity: 3

---

No. 6
The following is a DFT calculation (ωB97M-V/def2-TZVPD) of C11H15ClHoNO4Tl as an isolated structure in a non-equilibrium geometry.

XYZ file:
```
34
Properties=species:S:1:pos:R:3
Ho 0.024 -0.462 -1.253
Cl -0.544 1.625 -2.795
C -2.224 -0.629 -0.876
H -2.045 -1.100 0.105
H -2.676 -1.249 -1.584
H -2.551 0.376 -0.795
Tl 0.344 -0.122 -4.509
C 2.335 0.430 -4.884
C -1.009 -0.312 -6.086
C 0.198 -1.793 -3.077
H -1.315 -1.337 -6.004
H -1.770 0.414 -5.940
H -0.320 -0.112 -6.892
H 2.892 -0.407 -4.506
H 2.276 0.472 -5.963
H 2.519 1.361 -4.403
H -0.694 -2.456 -3.174
H 1.243 -2.063 -2.941
O 0.951 -1.226 0.895
C 0.440 -0.122 1.279
O -0.075 0.751 0.471
C 0.358 0.234 2.717
C -0.322 1.382 3.183
C -0.450 1.637 4.534
C 0.102 0.735 5.481
C 0.786 -0.421 5.022
C 0.897 -0.649 3.667
N -0.047 0.981 6.941
O -0.658 1.992 7.263
O 0.453 0.148 7.688
H -0.761 2.076 2.468
H -0.976 2.515 4.885
H 1.205 -1.116 5.740
H 1.416 -1.552 3.344
```

Properties
Lowest unoccupied orbital energy (spin up / spin down) in Ha: 0.0322 / 0.0322
HOMO (spin up / spin down) in eV: -3.538 / -3.563
⟨S²⟩: 6.005
Max |F| in eV Å⁻¹: 3.54
Molecular weight in g mol⁻¹: 630.01
Charge: -1
Kohn-Sham gap (spin up / spin down) in eV: 4.413 / 4.439
Multiplicity: 5